Density functional theory data (ωB97M-V/def2-TZVPD) for a 3-piece molecular cluster, C4H7NO5 overall.

Properties
Gap between HOMO and LUMO in eV: 8.99
Maximum force in eV/A: 4.75
ΔE to the lowest compared entry with this formula, charge and spin in kJ/mol: 303.08

Last column: natural (NBO) charge in e.
Element x y z (Å)
C: -3.827 0.008 -1.311  1.028
C: -0.565 -0.331 -0.583  0.802
C: -0.336 0.857 -1.456  -0.727
C: 1.109 -1.818 0.151  0.507
N: 2.886 -0.120 0.399  -1.051
O: -3.252 0.130 -2.274  -0.528
O: -4.294 -0.119 -0.284  -0.499
O: -1.534 -0.486 0.188  -0.620
O: 0.662 -1.789 1.317  -0.688
O: 0.284 -1.311 -0.853  -0.562
H: -0.858 1.801 -1.369  0.242
H: -0.452 0.330 -2.405  0.259
H: 0.708 1.100 -1.338  0.239
H: 2.791 -0.443 1.339  0.369
H: 3.842 -0.084 0.056  0.378
H: 2.597 0.913 0.524  0.346
H: -0.130 -1.364 1.675  0.507